(1)
Here is a structure of composition C20H23O17Pd at a distorted geometry from the OMol25 dataset. Energies are from wB97M-V/def2-TZVPD.

Summary:
Highest occupied orbital energy (alpha / beta) in eV: -3.166 / -3.134
Orbital gap (alpha / beta) in eV: 5.1 / 5.0
E_LUMO (alpha / beta) in eV: 1.90 / 1.90
Relative energy (zero: lowest compared OMol25 entry of this formula, charge and spin) in kJ/mol: 0.0

Geometry as ORCA input:
```
! wB97M-V def2-TZVPD RIJCOSX def2/J DEFGRID3
* xyz -1 3
Pd -0.427 -0.300 0.143
C -3.438 -3.556 -0.670
C -2.750 -2.314 -1.265
O -1.650 -1.918 -0.563
H -2.679 -4.321 -0.493
H -4.126 -3.923 -1.439
H -3.918 -3.396 0.298
H -3.533 -1.552 -1.408
H -2.381 -2.727 -2.224
C -1.952 0.323 4.279
C -1.226 0.053 3.152
C -0.161 -1.027 3.176
O 0.299 -1.350 2.016
C 0.055 -1.780 4.290
C -0.542 -1.486 5.520
C -1.559 -0.243 5.565
O -1.858 0.069 6.704
O -0.171 -1.993 6.587
O -1.656 0.616 2.068
H -2.803 0.989 4.335
H 0.900 -2.447 4.152
C -4.985 2.485 -0.643
C -4.177 3.679 -1.152
O -2.840 3.204 -1.106
C -2.800 1.949 -0.718
O -1.797 1.298 -0.736
O -4.006 1.457 -0.416
H -5.790 2.202 -1.320
H -5.478 2.730 0.298
H -4.113 4.509 -0.445
H -4.422 4.016 -2.158
C 4.343 -3.664 -1.336
C 3.263 -4.735 -1.060
O 2.085 -3.980 -0.848
C 2.321 -2.672 -1.081
O 1.496 -1.820 -1.095
O 3.605 -2.455 -1.408
H 4.813 -3.814 -2.307
H 5.112 -3.726 -0.567
H 3.508 -5.269 -0.145
H 3.212 -5.383 -1.934
C 2.201 0.037 -4.877
C 3.268 0.530 -3.861
O 2.510 0.726 -2.688
C 1.209 0.582 -2.955
O 0.324 0.552 -2.155
O 1.021 0.509 -4.266
H 2.424 -1.010 -5.079
H 2.347 0.594 -5.803
H 3.882 1.364 -4.206
H 3.985 -0.271 -3.664
C 2.833 4.259 1.664
C 1.364 4.594 1.911
O 0.658 3.576 1.260
C 1.450 2.528 0.986
O 1.133 1.477 0.571
O 2.722 2.872 1.380
H 3.462 4.468 2.525
H 3.263 4.743 0.784
H 1.052 5.533 1.452
H 1.116 4.608 2.973
*
```



(2)
Here is a structure of composition C20H24BF8N3O7PS2Zr from the OMol25 dataset. Energies are from wB97M-V/def2-TZVPD.

Summary:
Highest occupied orbital energy in eV: -10.241
Orbital gap in eV: 7.0
E_LUMO in eV: -3.20
Relative energy (zero: lowest compared OMol25 entry of this formula, charge and spin) in kJ/mol: 0.0

Geometry as ORCA input:
```
! wB97M-V def2-TZVPD RIJCOSX def2/J DEFGRID3
* xyz 1 1
Zr -1.019 0.287 0.540
F -1.268 4.476 3.297
C -1.278 4.623 1.987
F -0.068 4.386 1.494
F -1.670 5.839 1.659
S -2.463 3.395 1.276
O -1.844 2.097 1.610
O -3.750 3.669 1.787
N -2.333 3.652 -0.300
S -1.648 2.520 -1.090
O -2.401 1.250 -1.141
O -0.279 2.176 -0.647
C -1.565 3.239 -2.797
F -1.073 2.311 -3.597
F -0.771 4.289 -2.763
F -2.778 3.576 -3.173
C 3.747 -0.731 2.616
C 2.909 -1.565 3.358
C 1.541 -1.381 3.342
C 1.006 -0.335 2.589
C 1.841 0.535 1.893
C 3.216 0.315 1.887
N -0.388 -0.202 2.401
N -1.190 -0.312 3.513
C -2.442 -0.392 3.146
C -3.500 -0.217 4.102
C -4.769 -0.071 3.670
C -5.117 -0.134 2.270
C -4.186 -0.414 1.342
C -2.778 -0.620 1.730
H 4.817 -0.889 2.636
H 3.333 -2.368 3.945
H 0.872 -2.030 3.892
H 1.433 1.422 1.413
H 3.863 0.988 1.341
H -3.236 -0.140 5.148
H -5.558 0.113 4.388
H -6.144 0.032 1.976
H -4.462 -0.502 0.297
C 1.269 -2.092 -5.384
C 0.486 -1.778 -4.135
O 1.408 -1.372 -3.091
P 1.044 -0.108 -2.175
O 2.477 0.177 -1.518
C 3.548 0.666 -2.369
C 4.578 -0.418 -2.576
O 0.407 -0.858 -0.757
C 1.085 -2.060 -0.186
C 0.760 -3.343 -0.913
H 0.592 -2.437 -6.166
H 2.000 -2.876 -5.192
H 1.791 -1.207 -5.748
H -0.054 -2.652 -3.768
H -0.239 -0.977 -4.306
H 3.966 1.530 -1.854
H 3.134 1.010 -3.321
H 4.972 -0.756 -1.618
H 5.406 -0.031 -3.171
H 4.142 -1.270 -3.097
H 0.739 -2.105 0.844
H 2.149 -1.833 -0.173
H -0.311 -3.460 -1.063
H 1.097 -4.167 -0.281
H 1.274 -3.416 -1.866
F -2.060 -3.120 1.802
B -2.284 -1.985 1.195
F -1.973 -1.947 -0.145
*
```



(3)
Here is a structure of composition C20H24BFO4Pd at a distorted geometry from the OMol25 dataset. Energies are from wB97M-V/def2-TZVPD.

Summary:
Highest occupied orbital energy in eV: -13.854
Orbital gap in eV: 2.0
E_LUMO in eV: -11.85

Geometry as ORCA input:
```
! wB97M-V def2-TZVPD RIJCOSX def2/J DEFGRID3
* xyz 2 1
C 3.422 -2.392 1.280
C 2.183 -2.381 0.328
C 2.521 -1.792 -1.115
C 1.685 -0.540 -1.307
C 0.467 -0.491 -1.885
C -0.245 -1.737 -2.424
C -1.253 -2.321 -1.423
F -2.171 -1.308 -1.067
C -0.218 0.880 -1.976
O -0.875 1.232 -2.921
C 0.046 1.807 -0.766
C -1.111 2.688 -0.313
C -2.241 1.763 0.041
C -3.513 1.785 -0.609
C -4.441 0.866 -0.218
C -4.176 -0.130 0.824
C -5.204 -1.159 1.223
C -2.905 -0.143 1.477
C -1.975 0.778 1.090
C 1.278 1.762 -0.191
C 1.554 2.624 1.044
B 3.015 2.489 1.706
O 4.210 2.734 1.069
O 3.083 2.138 3.036
C 2.266 0.811 -0.853
O 3.431 1.046 -1.077
H 4.299 -2.823 0.668
H 3.224 -3.116 2.086
H 3.644 -1.377 1.677
H 1.442 -1.701 0.793
H 1.694 -3.359 0.219
H 3.595 -1.439 -1.181
H 2.355 -2.565 -1.875
H -0.796 -1.444 -3.339
H 0.465 -2.516 -2.744
H -1.845 -3.105 -1.923
H -0.742 -2.709 -0.525
H -0.868 3.426 0.468
H -1.439 3.258 -1.207
H -3.724 2.507 -1.402
H -5.445 0.824 -0.658
H -5.600 -1.606 0.289
H -6.003 -0.729 1.853
H -4.708 -1.989 1.754
H -2.690 -0.861 2.271
H -0.996 0.762 1.580
H 0.832 2.320 1.830
H 1.343 3.687 0.817
H 4.055 3.158 0.214
H 3.908 1.659 3.207
Pd 5.168 -1.271 0.158
*
```



(4)
Here is a cluster of 2 separate species, C20H24BO4 in total from the OMol25 dataset. Energies are from wB97M-V/def2-TZVPD.

Summary:
Highest occupied orbital energy in eV: -4.632
Orbital gap in eV: 5.9
E_LUMO in eV: 1.25

Geometry as ORCA input:
```
! wB97M-V def2-TZVPD RIJCOSX def2/J DEFGRID3
* xyz -1 1
C -1.225 -3.780 2.595
C -2.222 -2.640 2.843
C -3.232 -2.468 1.704
B -2.654 -1.733 0.310
O -1.250 -1.234 0.478
C -2.818 -2.734 -1.021
C -1.566 -3.516 -1.449
C -1.783 -5.015 -1.471
O -0.639 -5.757 -1.906
H -0.401 -3.467 1.955
H -0.785 -4.131 3.531
H -1.727 -4.624 2.124
H -2.732 -2.837 3.791
H -1.656 -1.715 2.968
H -4.082 -1.900 2.095
H -3.635 -3.468 1.492
H -3.332 -0.707 0.100
H -0.653 -1.931 0.744
H -3.156 -2.137 -1.871
H -3.618 -3.464 -0.846
H -0.723 -3.309 -0.784
H -1.237 -3.220 -2.452
H -2.018 -5.362 -0.464
H -2.641 -5.249 -2.109
H -0.132 -5.167 -2.464
C -1.570 2.898 0.218
C -1.079 1.658 0.609
C 0.283 1.409 0.545
C 1.153 2.396 0.101
C 0.652 3.645 -0.298
C -0.713 3.887 -0.237
C 1.549 4.715 -0.800
O 1.131 5.806 -1.134
C 3.010 4.409 -0.894
C 3.871 5.377 -1.395
C 5.227 5.118 -1.484
C 5.731 3.889 -1.069
C 4.877 2.923 -0.568
C 3.514 3.177 -0.480
C 2.611 2.110 0.060
O 3.077 1.059 0.445
H -2.635 3.088 0.260
H -1.745 0.864 0.921
H 0.660 0.436 0.822
H -1.089 4.851 -0.551
H 3.463 6.327 -1.710
H 5.896 5.872 -1.878
H 6.792 3.687 -1.137
H 5.250 1.962 -0.241
*
```



(5)
Here is a structure of composition C20H24BrF5N2OPtS from the OMol25 dataset. Energies are from wB97M-V/def2-TZVPD.

Summary:
Highest occupied orbital energy in eV: -7.421
Orbital gap in eV: 6.1
E_LUMO in eV: -1.32
Relative energy (zero: lowest compared OMol25 entry of this formula, charge and spin) in kJ/mol: 29.9

Geometry as ORCA input:
```
! wB97M-V def2-TZVPD RIJCOSX def2/J DEFGRID3
* xyz 0 1
Pt 0.060 -0.338 -0.020
C -2.229 -6.426 4.189
C -1.432 -6.534 2.883
C -0.270 -7.517 3.076
C -2.361 -7.091 1.803
C -0.877 -5.165 2.502
C -1.082 -4.575 1.271
C -0.533 -3.328 1.034
Br -0.812 -2.621 -0.728
C 0.219 -2.555 1.928
O 0.646 -1.339 1.655
C 0.495 -3.212 3.169
C -0.077 -4.455 3.397
C 1.424 -2.700 4.287
C 2.063 -1.339 4.028
C 2.573 -3.708 4.461
C 0.632 -2.595 5.599
H -2.639 -7.401 4.463
H -3.057 -5.723 4.082
H -1.605 -6.084 5.016
H -0.649 -8.510 3.329
H 0.393 -7.195 3.881
H 0.327 -7.596 2.166
H -2.770 -8.049 2.128
H -1.829 -7.262 0.864
H -3.198 -6.418 1.607
H -1.660 -5.056 0.495
H 0.135 -4.922 4.350
H 2.670 -1.340 3.125
H 2.707 -1.094 4.877
H 1.317 -0.560 3.928
H 3.144 -3.797 3.534
H 2.223 -4.704 4.737
H 3.249 -3.361 5.245
H -0.201 -1.899 5.486
H 1.284 -2.219 6.391
H 0.230 -3.555 5.927
F -0.366 2.351 0.576
C 0.686 1.469 0.569
F 1.602 1.994 -0.320
C 1.349 1.654 1.941
F 0.512 1.307 2.924
F 1.677 2.941 2.135
F 2.469 0.936 2.039
S -0.477 0.687 -2.045
C -1.994 0.006 -2.375
N -2.177 -0.529 -3.623
C -3.339 -1.088 -4.028
C -4.377 -1.133 -3.155
C -4.153 -0.552 -1.886
N -3.028 -0.002 -1.513
H -1.368 -0.502 -4.229
H -3.363 -1.477 -5.035
H -5.321 -1.581 -3.421
H -4.956 -0.535 -1.157
*
```



(6)
Here is a structure of composition C20H24BrNOP2Pr at a distorted geometry from the OMol25 dataset. Energies are from wB97M-V/def2-TZVPD.

Summary:
Highest occupied orbital energy (alpha / beta) in eV: -10.455 / -10.455
Orbital gap (alpha / beta) in eV: 6.5 / 6.6
E_LUMO (alpha / beta) in eV: -3.99 / -3.89
Relative energy (zero: lowest compared OMol25 entry of this formula, charge and spin) in kJ/mol: 135.0

Geometry as ORCA input:
```
! wB97M-V def2-TZVPD RIJCOSX def2/J DEFGRID3
* xyz 1 3
C 2.910 -2.745 0.286
C 2.282 -1.508 0.224
C 1.630 -1.135 -0.969
C 1.555 -2.025 -2.087
C 2.222 -3.280 -1.967
C 2.895 -3.608 -0.799
C 0.799 -1.633 -3.192
C 0.140 -0.403 -3.228
C 0.261 0.463 -2.096
C -0.431 1.692 -2.019
C -1.231 2.069 -3.096
C -1.347 1.261 -4.221
C -0.690 0.041 -4.301
H 3.426 -3.023 1.218
H 2.190 -3.961 -2.819
H 3.417 -4.566 -0.727
H 0.744 -2.294 -4.064
H -1.764 3.029 -3.036
H -1.970 1.594 -5.056
H -0.781 -0.601 -5.179
N 0.998 0.070 -1.021
Pr -1.672 -0.510 1.741
C 2.295 -0.569 1.422
H 2.210 0.486 1.087
H 3.049 -0.766 2.165
C -0.304 2.558 -0.774
H 0.711 2.426 -0.341
H -0.584 3.589 -0.927
P 0.909 -0.814 2.513
P -1.430 2.033 0.574
C -3.086 2.544 0.026
H -3.817 2.358 0.831
H -3.003 3.618 -0.203
H -3.367 1.959 -0.860
C -0.997 3.139 1.962
H -1.132 4.162 1.572
H -1.663 2.949 2.823
H 0.052 2.961 2.262
C 0.794 -2.518 3.063
H 1.772 -2.625 3.545
H -0.042 -2.663 3.778
H 0.670 -3.200 2.207
C 0.967 0.292 3.922
H 0.080 0.180 4.579
H 1.889 -0.078 4.393
H 1.046 1.341 3.574
C -3.518 -0.795 0.326
O -4.542 -1.047 -0.176
H -1.017 -1.118 -0.193
Br -3.524 0.669 3.259
*
```